Entry 1:
A structure of composition C35H30BBrF4IrN5O2SbSe2. Source: the OMol25 dataset; level of theory: the ωB97M-V functional and the def2-TZVPD basis.

Atoms and positions in Å:
Ir 0.242 0.133 0.452
C 0.692 1.266 -2.721
C 0.105 -0.113 -2.633
C -0.295 -0.702 -3.836
C -0.839 -1.963 -3.875
C -0.944 -2.668 -2.680
C -0.508 -2.053 -1.535
N -0.011 -0.802 -1.479
Sb -0.457 -3.143 0.258
C -1.813 -2.002 1.439
C -2.789 -2.656 2.144
C -3.724 -1.896 2.837
C -3.628 -0.535 2.721
C -2.612 0.085 1.979
C -2.733 1.571 1.913
N -1.658 -0.657 1.357
C 1.289 -2.643 1.302
C 2.049 -3.687 1.768
C 3.234 -3.399 2.434
C 3.556 -2.074 2.596
C 2.734 -1.049 2.119
C 3.212 0.347 2.398
N 1.589 -1.328 1.456
H 0.053 1.868 -3.368
H 0.787 1.772 -1.773
H 1.676 1.210 -3.197
H -0.169 -0.127 -4.744
H -1.149 -2.408 -4.810
H -1.308 -3.685 -2.658
H -2.830 -3.737 2.143
H -4.509 -2.360 3.419
H -4.351 0.110 3.201
H -2.991 1.954 2.900
H -1.873 2.089 1.539
H -3.566 1.817 1.249
H 1.744 -4.708 1.579
H 3.880 -4.187 2.798
H 4.468 -1.784 3.101
H 3.525 0.409 3.440
H 4.094 0.562 1.791
H 2.477 1.117 2.212
Se 2.940 3.314 0.564
Se 0.667 3.585 0.356
C 0.334 2.689 2.051
C 0.167 3.488 3.172
C 0.003 2.913 4.421
C 0.008 1.527 4.512
C 0.154 0.793 3.355
N 0.312 1.354 2.146
C 3.099 1.659 -0.392
C 4.320 1.609 -1.066
C 4.758 0.458 -1.689
C 3.930 -0.651 -1.612
C 2.723 -0.520 -0.968
N 2.254 0.607 -0.375
H 0.178 4.561 3.047
H -0.124 3.531 5.300
H -0.106 1.015 5.457
H 0.144 -0.290 3.385
H 4.925 2.506 -1.089
H 5.707 0.432 -2.206
H 4.183 -1.611 -2.039
H 2.107 -1.395 -0.914
F 2.074 -3.377 -1.518
B 1.630 -4.691 -1.791
F 0.414 -4.831 -0.824
F 1.107 -4.790 -3.042
F 2.507 -5.637 -1.410
Br -5.710 2.232 -5.470
C -4.528 2.255 -4.004
C -4.231 3.459 -3.380
C -3.359 3.469 -2.305
C -2.775 2.286 -1.861
C -3.090 1.084 -2.493
C -3.968 1.064 -3.562
C -1.828 2.337 -0.703
O -1.712 3.343 -0.014
O -1.187 1.213 -0.549
H -4.681 4.376 -3.734
H -3.118 4.398 -1.805
H -2.658 0.157 -2.134
H -4.225 0.134 -4.052

Computed properties:
- energy above the lowest of the compared OMol25 structures with the same formula, charge and spin (kcal per mole) = 0.0
- multiplicity = 2
- orbital gap (alpha / beta) (Ha) = 0.267 / 0.183
- charge = +2
- electronic energy (eV) = -269977.38445

Mulliken atomic charge list, values in e, 2 entries: 1.002, -1.799

---

Entry 2:
The ion C8H11N5 with charge +2. Source: the OMol25 dataset; level of theory: the ωB97M-V functional and the def2-TZVPD basis.

Atoms and positions in Å:
N 4.860 0.919 -0.035
C 3.799 0.836 0.390
N 2.543 0.555 0.516
C 1.617 -0.722 -0.239
N 2.486 -1.472 -0.878
N 0.378 -0.910 -0.224
C -0.775 -0.075 -0.056
C -0.637 1.315 -0.364
C -1.843 2.125 -0.351
C -3.082 1.577 -0.097
C -3.128 0.207 0.198
C -2.024 -0.616 0.270
N -1.972 -2.084 0.603
H 5.826 1.299 -0.321
H 1.832 1.060 1.276
H 2.253 -2.308 -1.309
H 3.486 -1.392 -0.748
H 0.331 1.852 -0.610
H -1.658 3.229 -0.496
H -3.979 2.093 0.107
H -4.157 -0.019 0.487
H -1.891 -2.464 1.541
H -1.308 -2.482 -0.147
H -2.955 -2.521 0.488

Computed properties:
- energy above the lowest of the compared OMol25 structures with the same formula, charge and spin (kcal per mole) = 50.3
- structure (SMILES) = [NH+]#CN/C(N)=N\c1ccccc1[NH3+]
- multiplicity = 1
- orbital gap (Ha) = 0.300
- charge = +2
- electronic energy (eV) = -15905.44647

Mulliken atomic charge list, values in e, 2 entries: -0.108, 0.390

---

Entry 3:
A cluster of 2 separate species, H2O5P2 in total. Source: the OMol25 dataset; level of theory: the ωB97M-V functional and the def2-TZVPD basis.

Atoms and positions in Å:
O -1.906 1.660 -0.828
O 2.948 -0.117 0.747
O 0.969 1.271 1.333
O 0.322 -2.811 -0.290
O -1.027 -0.694 -0.305
P 0.267 -1.361 -0.537
P 1.506 -0.148 1.114
H -1.315 1.479 -0.074
H -1.764 0.722 -1.160

Computed properties:
- energy above the lowest of the compared OMol25 structures with the same formula, charge and spin (kcal per mole) = 63.1
- multiplicity = 1
- orbital gap (Ha) = 0.230
- charge = -2
- electronic energy (eV) = -28849.84721

Mulliken atomic charge list, values in e, 2 entries: -0.737, -0.588